Computed, not measured: C2H8O2Si in the gas phase at a distorted geometry, with wB97M-V/def2-TZVPD.

The geometry in XYZ format:
```
13
Properties=species:S:1:pos:R:3:mulliken_charge:R:1
C -1.284 -0.234 0.591 -0.943
C -0.754 0.840 -0.466 -0.152
O 0.501 0.299 -0.922 -0.270
Si 1.859 -0.478 -0.322 0.489
O 2.929 0.156 0.802 -0.483
H -2.346 0.115 0.845 0.329
H -1.313 -1.243 0.026 0.249
H -0.537 -0.327 1.419 0.286
H -0.678 1.848 0.040 0.227
H -1.309 0.925 -1.371 0.273
H 2.736 -0.546 -1.424 -0.150
H 1.619 -1.589 0.552 -0.146
H 3.256 0.973 0.431 0.292
```

Calculated values
Kohn-Sham gap, eV: 11.229
ΔE to the lowest compared entry with this formula, charge and spin, eV: 2.218
Electronic energy, eV: -14177.2488
SMILES: CCO[SiH2]O
HOMO, eV: -10.451
Lowest unoccupied orbital energy, Ha: 0.029